Density functional theory data (ωB97M-V/def2-TZVPD) for the ion C4H9O2 with charge -1.

Last column: natural (NBO) charge in e.
Geometry (Å):
O -2.54748 -0.49934 1.53017  -0.951
C -1.63166 -1.22351 0.88127  0.003
C -0.76279 -0.37358 -0.11116  -0.449
C 0.63113 0.08419 0.30529  -0.439
C 1.14099 1.25728 -0.50904  -0.047
O 1.84244 1.04513 -1.75526  -0.751
H -0.89072 -1.71976 1.58687  0.049
H -2.02379 -2.07966 0.26683  0.059
H -1.36862 0.51814 -0.19751  0.207
H -0.74390 -0.78712 -1.12752  0.160
H 0.46910 0.46452 1.31291  0.219
H 1.42733 -0.66980 0.32442  0.175
H 1.83448 1.86754 0.07837  0.137
H 0.33564 1.92838 -0.81006  0.172
H 2.28785 0.18760 -1.77557  0.456

Forces on the atoms, in the same order (eV/Å):
O -0.1 0.0 0.0
C 0.7 -0.1 0.3
C -0.1 -0.3 -0.7
C -0.5 0.3 -0.3
C 0.7 1.0 -0.3
O -0.1 -0.8 -0.2
H 0.0 -0.1 -0.2
H -0.1 0.0 0.0
H -0.2 0.5 0.0
H 0.1 -0.3 0.0
H 0.4 0.0 0.3
H -0.3 -0.3 0.1
H 0.0 0.0 0.3
H -0.2 -0.1 0.2
H -0.3 0.2 0.3

## Properties
- M (g/mol) = 89.11
- energy above the lowest of the compared OMol25 structures with the same formula, charge and spin (kJ/mol) = 257.8
- HOMO-LUMO gap (eV) = 5.814
- net charge = -1
- multiplicity = 1
- strongest force on any atom (eV/Å) = 1.25

Density functional theory data (ωB97M-V/def2-TZVPD) for a cluster of 9 separate species, H18O9 in total.

Last column: natural (NBO) charge in e.
Geometry (Å):
O 0.51174 1.59059 0.93774  -0.962
H 0.54074 2.46159 0.54774  0.509
H 1.32774 1.13159 0.70674  0.504
O -1.21326 -2.22041 1.09874  -0.963
H -0.72526 -2.38041 1.93874  0.510
H -2.04826 -2.67141 1.24574  0.490
O 0.29474 -0.31641 2.77774  -0.979
H 0.17574 0.51259 2.31574  0.496
H -0.23226 -0.23641 3.55574  0.470
O -0.72826 0.09659 -0.88626  -0.996
H -0.79426 -0.72841 -0.39626  0.493
H -0.27126 0.66859 -0.28026  0.483
O 2.16974 2.17759 -1.74726  -0.993
H 1.28174 2.51559 -1.91026  0.489
H 2.64574 2.20159 -2.62626  0.472
O -2.52726 0.10259 1.92674  -0.966
H -1.95326 -0.61341 1.62774  0.484
H -3.39026 -0.33841 2.23074  0.462
O -0.42526 2.79759 -2.04226  -0.969
H -0.36226 3.01059 -2.96726  0.485
H -0.80726 1.90259 -1.93026  0.515
O 1.40374 -0.50841 -2.73826  -0.969
H 0.71474 -0.33741 -2.11926  0.482
H 2.10874 0.11659 -2.52726  0.469
O 1.06074 -3.57541 0.16274  -0.954
H 0.96874 -4.35341 0.74974  0.459
H 0.27374 -3.00641 0.34874  0.480

Forces on the atoms, in the same order (eV/Å):
O 0.0 -0.3 0.2
H 0.2 0.5 -0.2
H 0.4 0.4 -0.1
O 0.3 -0.4 1.0
H -0.1 0.6 -0.6
H -0.2 -0.2 -0.3
O 0.7 -0.9 -0.3
H -0.2 0.5 -0.2
H -0.6 0.1 0.8
O -0.4 -0.7 -1.0
H -0.3 -0.2 -0.1
H 0.3 0.7 0.9
O 1.8 -0.1 -1.2
H -0.5 0.1 -0.1
H -0.9 0.1 1.6
O -2.3 -0.6 1.0
H 0.0 0.0 0.0
H 2.0 1.0 -0.8
O -0.2 -0.3 0.9
H -0.3 -0.2 -0.6
H 0.1 0.4 -0.4
O 1.3 -0.3 -1.2
H -1.0 0.3 0.9
H -0.4 -0.2 0.2
O -0.7 -0.1 0.6
H 0.0 0.7 -0.5
H 0.9 -0.9 -0.3

## Properties
- M (g/mol) = 162.14
- energy above the lowest of the compared OMol25 structures with the same formula, charge and spin (kJ/mol) = 204.8
- HOMO-LUMO gap (eV) = 10.361
- multiplicity = 1
- strongest force on any atom (eV/Å) = 2.52